104
Properties=species:S:1:pos:R:3:mulliken_charge:R:1 method="wB97M-V/def2-TZVPD" homo_energy_ev="-9.6424 / -9.6323" relative_energy_kcal_mol=0.6 gap_ev="5.5343 / 5.5098" charge=+1 energy_ha=-5741.9032
Mo -1.0241 -1.6841 0.2758 -0.736
O -1.6247 -4.0852 -3.0966 -0.564
C -1.7388 -3.2152 -2.1178 0.638
O -0.7970 -3.0007 -1.3117 0.491
C -2.9004 -2.4469 -1.9157 -0.543
C -4.0748 -2.4874 -2.6469 -0.702
C -5.1395 -1.6799 -2.2901 -1.281
C -4.9887 -0.8807 -1.1599 -0.915
C -3.8060 -0.8667 -0.4525 1.196
N -2.7041 -1.6177 -0.8273 1.325
C -3.5423 -0.1946 0.7832 0.237
O -4.3944 0.5771 1.4325 -0.481
O -2.4207 -0.3634 1.2862 -0.153
H -0.7527 -4.5092 -3.0565 0.356
H -4.1320 -3.1673 -3.4866 0.612
H -6.0656 -1.6941 -2.8432 0.479
H -5.8208 -0.2735 -0.8230 0.398
H -5.2556 0.6136 0.9961 0.320
Cl 4.3607 -6.8298 -0.9726 -0.173
C 3.2970 -5.5612 -0.5293 0.328
C 2.7113 -5.5446 0.7357 0.002
Cl 3.0696 -6.7835 1.8625 -0.166
C 1.8343 -4.5237 1.0811 0.625
Cl 1.1324 -4.4814 2.6479 -0.125
C 1.5131 -3.4988 0.1807 -1.192
O 0.6708 -2.5465 0.5722 0.480
C 2.1481 -3.5038 -1.0667 -0.100
Cl 1.8905 -2.2031 -2.1675 -0.016
C 3.0167 -4.5337 -1.4243 0.333
Cl 3.7485 -4.5320 -2.9789 -0.185
O -2.3395 -4.6730 5.4152 -0.561
C -1.6210 -3.6252 5.7693 0.436
O -1.3411 -3.3885 6.9139 -0.573
C -1.1482 -2.7061 4.6800 -0.351
C -0.3368 -1.6099 4.8955 0.347
Cl 0.3283 -0.9838 6.3162 -0.109
N -0.1121 -0.9993 3.7077 -0.789
N -0.7438 -1.6501 2.7132 2.267
C -1.3620 -2.6742 3.2901 -0.319
C -2.0895 -3.6162 2.3939 0.846
O -2.6496 -4.6084 2.8265 -0.876
O -2.0607 -3.2748 1.1522 -0.300
C 0.6747 0.1911 3.5800 -1.135
C 2.0545 0.0749 3.6097 0.318
C 2.8186 1.2249 3.7276 -0.879
C 2.2021 2.4671 3.8054 -0.427
C 0.8187 2.5664 3.7621 -0.788
C 0.0442 1.4206 3.6569 -0.029
H -2.4832 -4.7281 4.4341 0.401
H 2.5092 -0.9077 3.5887 0.590
H 3.8960 1.1490 3.7896 0.431
H 2.8036 3.3592 3.9232 0.444
H 0.3399 3.5333 3.8478 0.419
H -1.0371 1.4641 3.6815 0.613
N -0.3153 -0.1277 -0.3733 0.835
P 0.2566 1.2765 -0.8710 -2.111
N 0.3531 1.1647 -2.5174 1.281
C 0.8008 2.3528 -3.2575 -0.605
C 1.6001 1.9579 -4.4888 -0.980
C 0.7605 1.0524 -5.3829 -1.050
C 0.2822 -0.1604 -4.5923 -0.528
C -0.4578 0.2529 -3.3248 0.307
N -0.6955 2.5669 -0.5163 0.851
C -0.7633 3.1151 0.8448 0.188
C -1.3205 4.5273 0.7849 -1.272
C -2.7790 4.5162 0.2972 -0.825
C -3.0523 3.2843 -0.5750 -0.617
C -1.8298 2.9071 -1.3977 -0.030
N 1.7105 1.6346 -0.2035 0.909
C 2.6727 0.5095 -0.1063 0.567
C 3.9880 0.9924 0.4796 -0.843
C 4.6534 2.0471 -0.4064 -0.969
C 3.6047 3.0020 -1.0045 -0.413
C 2.3136 2.9788 -0.1954 -1.118
H 1.3920 2.9836 -2.5961 0.436
H -0.0720 2.9408 -3.5708 0.317
H 2.5092 1.4355 -4.1745 0.316
H 1.9063 2.8592 -5.0228 0.422
H 1.3312 0.7355 -6.2561 0.457
H -0.1039 1.6135 -5.7547 0.340
H 1.1440 -0.7784 -4.3319 0.126
H -0.3853 -0.7792 -5.1965 0.470
H -0.6995 -0.6183 -2.7208 -0.896
H -1.4026 0.7398 -3.6136 0.319
H 0.2349 3.0992 1.2746 0.089
H -1.3922 2.4843 1.4842 -0.136
H -0.6948 5.1135 0.1067 0.301
H -1.2426 4.9965 1.7664 0.420
H -2.9867 5.4265 -0.2669 0.407
H -3.4611 4.5151 1.1488 0.362
H -3.8937 3.4635 -1.2462 0.609
H -3.3218 2.4343 0.0550 -0.056
H -1.5550 3.7462 -2.0446 0.347
H -2.0615 2.0579 -2.0438 0.009
H 2.2298 -0.2738 0.5123 -0.303
H 2.8551 0.0859 -1.0981 -0.115
H 4.6451 0.1321 0.6171 0.649
H 3.7996 1.4050 1.4695 -0.174
H 5.2066 1.5631 -1.2130 0.386
H 5.3858 2.6020 0.1816 0.371
H 3.3832 2.6994 -2.0310 -0.084
H 3.9833 4.0237 -1.0538 0.594
H 1.5871 3.6918 -0.5833 0.556
H 2.5208 3.2636 0.8420 0.418